The following is a DFT calculation (wB97M-V/def2-TZVPD) of a structure of composition C27H31N6ORh.

Positions of all 66 atoms, in Å:
Rh (-0.1000, -0.2744, 1.3351)
C (-0.1283, 0.3708, 5.5782)
C (-0.1592, -0.9233, 6.0678)
C (-0.2315, -1.9812, 5.1744)
C (-0.2753, -1.7184, 3.8176)
N (-0.2424, -0.4561, 3.3503)
C (-0.1675, 0.5637, 4.2107)
C (-0.3445, -2.7646, 2.7741)
C (-0.6386, -4.0883, 3.0398)
C (-0.7144, -4.9908, 1.9898)
C (-0.4995, -4.5375, 0.7009)
C (-0.2182, -3.1988, 0.5050)
N (-0.1363, -2.3258, 1.5142)
H (-0.0661, 1.2237, 6.2386)
H (-0.1214, -1.1110, 7.1322)
H (-0.2432, -2.9992, 5.5347)
H (-0.1408, 1.5530, 3.7753)
H (-0.8259, -4.4121, 4.0530)
H (-0.9471, -6.0298, 2.1794)
H (-0.5538, -5.2027, -0.1487)
H (-0.0432, -2.8049, -0.4852)
C (1.8729, 0.0043, 1.5833)
H (2.2823, 0.2440, 0.6029)
H (2.3291, -0.9063, 1.9686)
H (2.0310, 0.8208, 2.2855)
C (0.7749, 5.1265, 0.5206)
C (0.0063, 3.9233, 0.9447)
C (-1.2796, 3.7813, 1.4228)
C (-1.4709, 2.4100, 1.6360)
N (-0.3539, 1.7542, 1.3193)
N (0.5302, 2.6835, 0.9049)
C (-2.6901, 1.6932, 2.1139)
H (0.1462, 6.0099, 0.5924)
H (1.1129, 5.0327, -0.5119)
H (1.6487, 5.2792, 1.1546)
H (-1.9965, 4.5684, 1.5838)
H (1.4131, 2.3981, 0.5165)
H (-3.5303, 2.3809, 2.1710)
H (-2.5433, 1.2645, 3.1065)
H (-2.9674, 0.8893, 1.4284)
C (1.0982, -1.1679, -5.1434)
N (1.2834, -0.9999, -3.7049)
N (0.3394, -0.3902, -2.9097)
C (0.6674, -0.5977, -1.6032)
O (-0.0071, -0.0136, -0.6870)
C (1.8111, -1.4207, -1.5954)
C (2.1501, -1.6481, -2.9162)
C (3.2465, -2.4734, -3.4895)
C (-0.5579, 0.6077, -3.4096)
C (-0.0501, 1.7075, -4.0855)
C (-0.9284, 2.6679, -4.5641)
C (-2.2930, 2.5323, -4.3460)
C (-2.7851, 1.4325, -3.6564)
C (-1.9170, 0.4561, -3.1914)
H (0.1407, -0.7426, -5.4264)
H (1.1039, -2.2266, -5.3937)
H (1.8882, -0.6555, -5.6885)
H (2.3401, -1.7777, -0.7291)
H (3.8696, -2.8703, -2.6927)
H (3.8728, -1.8813, -4.1574)
H (2.8470, -3.3116, -4.0629)
H (1.0179, 1.8093, -4.2374)
H (-0.5460, 3.5231, -5.1046)
H (-2.9753, 3.2830, -4.7210)
H (-3.8495, 1.3252, -3.4958)
H (-2.2855, -0.4172, -2.6694)

HOMO = -13.9 eV
Kohn-Sham gap = 7.8 eV
energy relative to the best compared isomer or geometry (same formula, charge and spin) = 0.0 kcal per mole
E = -42486.4706 eV
LUMO = -6.1 eV
charge = +2